Density functional theory data (wB97M-V/def2-TZVPD) for a molecular structure, C27H25N8O4SSn.

Geometry (Å):
Sn  0.422  -0.788  0.871
S  -0.139  -0.621  -2.654
O  0.088  -1.996  -2.288
O  0.454  -0.158  -3.882
O  2.715  -0.340  4.535
O  1.071  -0.679  3.052
N  2.905  -0.634  1.030
N  -1.147  -6.812  2.019
N  0.928  -2.879  0.767
N  0.179  -5.180  0.743
N  0.422  0.209  -1.385
N  -6.017  0.198  -2.539
N  -0.103  2.430  -2.011
N  1.015  1.869  0.017
C  6.124  -0.506  -0.789
C  0.044  3.707  -1.699
C  0.503  -3.979  0.795
C  5.207  -0.529  0.285
C  4.678  -0.472  2.621
C  -4.642  -0.003  -2.608
C  3.818  -0.640  0.013
C  0.422  1.530  -1.160
C  -3.842  0.373  1.966
C  -3.825  0.909  -3.283
C  3.314  -0.555  2.270
C  4.306  -0.736  -2.345
C  -2.701  -1.335  -2.102
C  1.149  3.151  0.292
C  -1.920  1.974  1.993
C  2.282  -0.521  3.403
C  0.701  4.150  -0.561
C  -2.312  0.505  2.191
C  5.615  -0.451  1.635
C  -2.457  0.715  -3.344
C  -0.530  -6.010  1.454
C  3.395  -0.769  -1.327
C  -1.982  0.062  3.616
C  -4.068  -1.144  -2.046
C  -1.814  -0.456  1.143
C  -1.895  -0.395  -2.730
C  5.681  -0.596  -2.079
H  -6.323  1.150  -2.641
H  -2.490  2.624  2.665
H  0.834  5.197  -0.334
H  7.181  -0.420  -0.569
H  -0.403  4.414  -2.393
H  -6.484  -0.296  -1.797
H  -2.333  -0.959  3.776
H  3.961  -0.817  -3.368
H  -2.454  0.723  4.349
H  -4.119  0.741  0.974
H  -0.858  2.099  2.209
H  -0.904  0.064  3.773
H  1.617  3.385  1.245
H  -1.948  0.035  0.167
H  -2.100  2.291  0.962
H  6.389  -0.574  -2.898
H  -2.238  -2.199  -1.644
H  -4.696  -1.863  -1.534
H  6.672  -0.382  1.866
H  4.916  -0.417  3.672
H  -1.814  1.417  -3.852
H  -4.363  0.965  2.723
H  2.345  -0.886  -1.535
H  -4.275  1.779  -3.747
H  -4.154  -0.668  2.054

Computed properties:
Gap between HOMO and LUMO: 6.3 eV
Charge: -1
Highest occupied orbital energy: -4.5 eV
Electronic energy: -65183.35131 eV